(1)
This record from the Open Molecules 2025 dataset describes a structure of composition C24H27GaN6O4S2 at a distorted geometry. The level of theory is ωB97M-V with the def2-TZVPD basis set.

Calculated total energy, eV: -116506.153
Maximum force, eV/Å: 1.7
LUMO level, eV: -0.171

XYZ file:
```
64
Properties=species:S:1:pos:R:3:forces:R:3
Ga -0.1616 0.1003 0.0575 -0.167 0.117 -0.571
C -0.6980 5.1220 -3.0529 -0.149 -0.076 0.232
C -1.4646 4.5946 -1.8417 0.238 0.280 -0.143
N -1.9791 3.2651 -2.0559 -0.433 0.003 -0.072
C -1.3008 2.1362 -1.8245 0.612 -0.281 -0.129
S 0.2243 2.2185 -0.9983 0.145 -0.208 0.296
N -1.7884 1.0171 -2.3078 -1.092 0.230 -0.700
N -1.1249 -0.0591 -1.9227 0.580 -0.858 0.419
C -1.2048 -1.1947 -2.5219 -0.562 1.175 -0.250
C -2.0707 -1.4046 -3.7244 0.073 0.060 0.247
C -0.2471 -2.1724 -2.0265 0.433 -0.619 0.107
C -0.1199 -3.4653 -2.5349 -0.228 0.424 0.090
C 0.9218 -4.2594 -2.0938 0.184 0.138 0.265
C 1.8030 -3.7477 -1.1575 0.005 -0.022 -0.184
C 1.5708 -2.4791 -0.6505 0.450 -0.273 -0.272
N 0.5876 -1.7146 -1.0801 -0.162 0.414 0.105
H -0.3186 6.1175 -2.8404 0.095 0.137 -0.045
H -1.3296 5.1703 -3.9371 -0.083 0.016 -0.072
H 0.1368 4.4601 -3.2616 0.168 -0.036 -0.075
H -2.3059 5.2495 -1.6057 0.068 -0.031 0.090
H -0.7875 4.5496 -0.9862 -0.254 0.137 0.006
H -2.8152 3.1624 -2.6125 0.046 -0.109 0.023
H -2.9365 -0.7498 -3.6366 0.016 -0.039 -0.083
H -2.3947 -2.4366 -3.8190 -0.036 -0.069 -0.017
H -1.5200 -1.1250 -4.6234 -0.033 -0.011 -0.100
H -0.8304 -3.8386 -3.2558 -0.005 0.036 -0.072
H 1.0378 -5.2656 -2.4691 0.032 -0.047 -0.041
H 2.6405 -4.3219 -0.8035 0.107 -0.098 0.112
H 2.1977 -2.0600 0.1232 0.034 -0.051 0.040
C -5.1116 -1.6330 5.1102 0.007 -0.028 0.039
C -3.7996 -1.7995 4.4093 0.024 0.048 0.022
C -2.6050 -1.4578 5.0328 0.011 -0.108 -0.114
C -1.3918 -1.6796 4.4061 0.080 -0.048 0.216
C -1.3857 -2.2157 3.1358 0.532 -0.212 -0.356
C -2.5596 -2.5373 2.4869 -0.151 -0.149 -0.151
C -3.7640 -2.3397 3.1299 0.125 0.023 0.066
S 0.1182 -2.4701 2.2241 0.144 -0.119 -0.061
O -0.1990 -3.2862 1.0797 -0.354 0.198 0.302
O 1.1531 -2.9565 3.0992 -0.180 0.274 0.224
N 0.5323 -1.0015 1.6404 -0.697 -1.103 -0.737
C 1.0084 0.0032 2.3944 0.691 0.982 1.163
C 1.5206 -0.0339 3.6984 0.006 -0.114 -0.016
C 1.9629 1.1407 4.2619 -0.116 0.104 -0.185
C 1.9072 2.3281 3.5330 0.000 0.059 0.028
C 1.4000 2.2807 2.2518 0.071 0.199 0.021
N 0.9674 1.1529 1.7087 -0.054 -0.691 -0.089
H -5.0173 -0.9476 5.9471 -0.079 0.064 0.096
H -5.4431 -2.5992 5.4922 -0.095 -0.002 0.072
H -5.8791 -1.2639 4.4319 -0.048 0.039 -0.012
H -2.6210 -1.0182 6.0181 -0.021 0.028 0.143
H -0.4642 -1.4554 4.9084 0.020 0.063 0.038
H -2.5038 -2.9524 1.4933 -0.088 -0.031 -0.109
H -4.6868 -2.6017 2.6366 -0.152 -0.050 -0.085
H 1.5777 -0.9749 4.2157 0.075 -0.072 0.098
H 2.3485 1.1424 5.2729 0.038 -0.024 0.001
H 2.2476 3.2598 3.9547 0.015 0.085 0.000
H 1.3271 3.1545 1.6171 -0.002 0.084 0.055
C -4.0489 0.5603 1.5737 0.268 0.004 0.038
C -2.5345 0.4812 1.6320 -0.121 0.174 0.114
O -1.8848 0.7320 2.6229 -0.014 0.250 0.540
O -2.0056 0.1618 0.4868 0.107 -0.318 -0.507
H -4.4761 0.6179 2.5704 0.038 0.007 0.039
H -4.4377 -0.2993 1.0350 -0.073 -0.025 -0.041
H -4.3050 1.4566 1.0116 -0.089 0.066 -0.058
```
Forces are in eV/Å.

(2)
This record from the Open Molecules 2025 dataset describes a cluster of 2 separate species, C8H8N2OS in total at a distorted geometry. The level of theory is ωB97M-V with the def2-TZVPD basis set.

Energy above the lowest of the compared OMol25 structures with the same formula, charge and spin, kcal/mol: 95.3
Calculated total energy, eV: -24283.726
Maximum force, eV/Å: 4.8
LUMO level (spin up / spin down), eV: -0.936 / -0.694

XYZ file:
```
20
Properties=species:S:1:pos:R:3:forces:R:3
C 0.3912 -2.5061 1.1335 -0.944 3.207 -0.688
C 1.3775 -1.6066 1.5577 -0.289 -0.528 -0.891
C -0.6673 -1.9812 0.3682 2.708 1.920 1.539
C 1.3861 -0.2880 1.1901 1.028 1.871 -0.435
C -0.7070 -0.5925 0.0538 0.019 0.680 -1.046
C 0.3504 0.2745 0.4341 -0.625 -3.406 1.215
C -2.0257 1.3315 -0.7655 -0.936 -0.131 -0.381
C -1.8137 0.0029 -0.7028 -0.333 -1.470 0.077
N -1.1486 2.2759 -0.3080 -2.239 0.511 -0.299
N 1.5099 1.8348 -2.0670 1.238 1.673 4.350
O 0.9529 2.8162 0.9284 -0.218 -0.976 -0.693
S 0.2386 1.8972 0.0634 3.830 1.637 -1.707
H 0.5180 -3.4416 1.5775 -0.594 -1.740 -0.016
H 2.1281 -2.0957 2.1172 1.108 0.298 0.657
H -1.5645 -2.4370 0.2600 -2.358 -1.991 -0.835
H 2.2139 0.4275 1.3511 -0.315 -0.811 0.573
H -3.0137 1.6793 -1.1432 1.090 0.047 0.146
H 1.6577 0.9096 -2.3263 -0.030 -2.328 -0.368
H -2.5404 -0.6828 -1.1780 0.363 0.522 0.555
H 0.7568 2.1819 -2.5442 -2.503 1.018 -1.754
```
Forces are in eV/Å.

(3)
This record from the Open Molecules 2025 dataset describes a structure of composition C26H31ClIrN6O. The level of theory is ωB97M-V with the def2-TZVPD basis set.

Energy above the lowest of the compared OMol25 structures with the same formula, charge and spin, kcal/mol: 0.0
⟨S²⟩: 0.757
Calculated total energy, eV: -53803.125
Spin multiplicity: 2
Total charge: +2
Maximum force, eV/Å: 0.2
LUMO level (spin up / spin down), eV: -5.249 / -6.181

XYZ file:
```
66
Properties=species:S:1:pos:R:3:forces:R:3
Ir 0.4713 0.0947 0.2825 0.100 0.062 0.171
O -0.8171 -1.0705 -0.7641 -0.092 0.022 -0.058
C -0.4759 -2.2512 -1.3082 0.015 -0.043 0.048
C -1.5067 -3.1887 -1.4608 0.010 0.015 -0.004
C -1.2773 -4.4169 -2.0430 0.007 -0.012 -0.009
C -0.0006 -4.7587 -2.4888 -0.021 0.003 0.008
C 1.0198 -3.8464 -2.3516 0.006 -0.002 -0.003
C 0.8077 -2.5812 -1.7824 0.006 -0.004 0.018
C 1.9078 -1.6258 -1.7348 0.004 0.013 0.002
N 1.9699 -0.5220 -0.9975 0.021 0.002 0.001
C 3.1723 0.1038 -1.2622 0.008 0.001 -0.017
C 3.8479 -0.6356 -2.1722 -0.013 0.002 0.002
N 3.0397 -1.7131 -2.4624 0.007 -0.006 -0.006
H -2.4909 -2.9139 -1.1030 -0.003 -0.005 -0.001
H -2.0920 -5.1220 -2.1424 0.000 -0.001 0.001
H 0.1896 -5.7293 -2.9238 0.000 0.000 -0.002
H 2.0148 -4.1308 -2.6732 -0.002 0.008 -0.002
H 3.4533 1.0114 -0.7584 0.001 -0.003 -0.004
H 4.8166 -0.5062 -2.6201 0.000 0.002 0.001
H 3.2566 -2.4492 -3.1130 -0.004 0.002 0.003
N -0.5966 -0.8467 5.7213 0.009 -0.007 -0.001
C -0.0653 -0.2632 4.4073 -0.012 0.000 0.005
C -0.4724 1.1965 4.3277 0.004 -0.006 -0.007
C -1.9752 1.4330 4.0969 -0.003 0.009 -0.016
N -2.1095 2.6839 3.3490 0.001 -0.007 -0.001
C -2.6196 0.2990 3.2769 0.010 0.001 0.002
C -1.6105 -0.3868 2.3622 0.003 0.003 -0.004
N -0.9759 0.5584 1.4635 -0.013 -0.023 0.002
C -0.5682 -1.1178 3.2313 0.012 0.026 -0.017
H -0.2503 -0.3116 6.5207 0.000 0.001 0.001
H -0.3062 -1.8187 5.8430 -0.001 -0.001 0.002
H -1.6182 -0.8192 5.7474 -0.001 0.002 -0.001
H 1.0176 -0.3358 4.4957 -0.001 -0.001 0.006
H 0.0889 1.6021 3.4838 0.008 0.011 -0.025
H -0.1239 1.7387 5.2115 0.000 -0.001 -0.001
H -2.4846 1.4867 5.0696 0.001 -0.002 0.003
H -1.6239 3.4443 3.8133 0.001 0.000 -0.005
H -3.0831 2.9597 3.2797 -0.001 -0.001 0.004
H -3.4502 0.7051 2.6977 0.001 0.001 -0.001
H -3.0626 -0.4593 3.9318 0.000 -0.003 0.001
H -2.1119 -1.1460 1.7492 -0.003 0.000 -0.002
H -1.3664 1.4980 1.5231 0.019 0.003 0.003
H -1.0909 -0.0052 -2.2899 0.001 0.010 0.015
H 0.2940 -1.4112 2.6309 0.002 -0.009 -0.004
H -1.0148 -2.0488 3.5939 -0.002 0.000 -0.003
C 0.2975 -0.7416 -5.1498 -0.004 -0.003 -0.004
C 1.2823 0.2435 -5.1429 0.000 0.001 0.001
C 1.3527 1.1540 -4.1043 0.006 0.005 0.000
C 0.4338 1.0940 -3.0631 -0.028 0.009 -0.005
N -0.4959 0.1244 -3.1140 0.012 0.017 -0.037
C -0.5820 -0.7862 -4.0995 -0.001 0.010 -0.004
C 0.3683 2.1178 -1.9979 0.000 -0.016 0.017
C 0.3358 3.4311 -2.4881 -0.005 0.003 0.002
C 0.2269 4.5164 -1.6439 0.010 0.002 -0.002
C 0.1668 4.2929 -0.2791 -0.006 0.005 -0.001
C 0.2192 3.0022 0.2219 -0.030 0.002 0.024
C 0.3103 1.8862 -0.6113 0.009 -0.047 -0.110
H 0.2167 -1.4605 -5.9512 0.001 0.000 0.000
H 1.9964 0.2986 -5.9543 0.000 0.002 0.000
H 2.1136 1.9201 -4.0813 0.000 0.001 -0.002
H -1.3649 -1.5239 -3.9999 0.001 0.003 -0.008
H 0.3660 3.5903 -3.5590 -0.001 0.000 0.000
H 0.1929 5.5189 -2.0464 -0.003 0.000 -0.002
H 0.0987 5.1260 0.4082 -0.002 0.000 -0.001
H 0.2290 2.8728 1.2939 -0.017 -0.005 -0.002
Cl 2.1086 0.9393 1.7041 -0.027 -0.050 0.030
```
Forces are in eV/Å.

(4)
This record from the Open Molecules 2025 dataset describes a cluster of 9 separate species, C14H46O9 in total at a distorted geometry. The level of theory is ωB97M-V with the def2-TZVPD basis set.

Energy above the lowest of the compared OMol25 structures with the same formula, charge and spin, kcal/mol: 0.6
⟨S²⟩: 0.755
Calculated total energy, eV: -33679.055
Spin multiplicity: 2
Total charge: +1
Maximum force, eV/Å: 3.4
LUMO level (spin up / spin down), eV: -2.702 / -9.562

XYZ file:
```
69
Properties=species:S:1:pos:R:3:forces:R:3
C -3.8198 -2.2781 -1.2552 -0.032 0.790 1.050
C -3.1225 -1.3096 -0.2385 -0.682 0.324 -1.138
O -2.6624 -0.0514 -0.8496 0.645 -1.076 -0.034
H -4.1926 -3.1247 -0.6788 0.228 -0.236 -0.052
H -3.2059 -2.6300 -2.0843 0.230 0.077 0.218
H -4.7254 -1.8314 -1.6658 0.084 0.267 -0.094
H -2.2653 -1.7795 0.2437 0.101 0.112 -0.166
H -3.8191 -1.0102 0.5446 -0.098 -0.311 0.047
H -3.4009 0.5377 -1.0204 -0.215 -0.052 0.127
C 1.8050 1.4180 -0.0377 -0.888 -0.012 -0.011
C 0.7738 0.2626 -0.0638 0.243 1.312 -0.586
O 0.1614 0.2612 -1.3660 0.445 0.048 -0.842
H 1.3580 2.3797 -0.2896 -0.467 -0.138 -0.361
H 2.5688 1.2201 -0.7897 0.284 -0.052 0.354
H 2.1864 1.6472 0.9573 0.395 -0.737 0.005
H -0.0887 0.4122 0.5856 0.484 -0.182 0.727
H 1.2775 -0.6973 0.0502 -0.082 -0.133 0.421
H -0.7056 -0.1323 -1.2431 -0.825 -0.026 0.053
C -0.4626 2.1160 -5.5728 0.611 2.100 0.259
C -0.4318 1.3982 -4.2693 -0.792 -1.323 -3.047
O -0.8173 0.1101 -4.6984 0.450 0.381 1.070
H -1.4563 2.1583 -6.0187 0.150 -0.037 -0.004
H 0.2949 1.7174 -6.2475 -0.332 -0.373 -0.070
H -0.0851 3.1178 -5.3676 -0.378 0.360 -0.224
H -1.0234 1.7145 -3.4103 -0.120 0.040 0.617
H 0.6152 1.3763 -3.9668 0.750 -0.424 0.901
H -0.8377 -0.4934 -3.9521 -0.158 -0.834 0.809
C -1.1717 -5.1813 0.3511 0.469 -0.150 0.684
C -0.5761 -4.5786 1.6216 -1.393 -0.891 0.246
O -0.4603 -3.2148 1.4639 0.777 1.627 -0.228
H -1.3728 -6.2336 0.5517 -0.391 -0.006 -0.385
H -0.4430 -5.1123 -0.4566 0.129 -0.074 -0.077
H -2.0362 -4.5937 0.0420 -0.230 -0.359 0.134
H 0.3151 -5.1260 1.9285 0.550 0.260 -0.157
H -1.2297 -4.6325 2.4922 -0.356 -0.615 -0.130
H 0.1402 -3.0810 0.7270 0.439 0.192 -0.199
C 2.7215 -3.0539 2.1797 -0.595 0.669 1.342
C 3.2468 -3.3581 0.8195 -0.057 -0.820 0.104
O 2.2278 -3.8741 -0.0303 -0.687 0.260 -0.350
H 1.9448 -2.2900 2.1450 -0.100 0.030 -0.068
H 3.4546 -2.6899 2.8995 0.445 0.135 -0.334
H 2.2833 -3.8990 2.7106 -0.098 -0.320 -0.380
H 3.9691 -4.1689 0.9138 0.740 0.506 -0.206
H 3.6110 -2.4526 0.3341 0.362 -0.274 -0.043
H 2.0784 -4.7888 0.2198 -0.045 -0.099 -0.025
C 2.4004 4.1667 5.4949 -0.984 -1.291 -0.557
C 2.4043 3.2550 4.2437 0.665 0.795 1.947
O 2.2323 4.1480 3.1900 -0.160 0.243 -1.469
H 2.3563 3.5726 6.4077 0.636 0.044 0.109
H 1.3961 4.5883 5.4546 0.226 0.797 0.059
H 3.2090 4.8954 5.4369 -0.265 -0.045 0.262
H 1.5766 2.5517 4.3351 0.067 -0.320 -0.190
H 3.3746 2.7668 4.1538 -0.076 -0.441 0.028
H 2.6592 3.7612 2.4221 -0.100 0.213 -0.202
C -3.2951 2.6704 1.4753 -0.857 0.106 0.703
C -3.9216 3.9465 0.8977 2.259 0.163 0.868
O -4.5602 3.8024 -0.3263 -0.982 -0.367 -0.365
H -3.9733 1.8198 1.5428 -0.305 -0.011 -0.535
H -3.2076 2.9118 2.5346 0.690 -0.038 0.102
H -2.3436 2.3091 1.0852 -0.068 0.365 -0.225
H -3.1147 4.6625 0.7415 0.556 0.056 0.055
H -4.4497 4.4445 1.7109 -1.050 -0.311 -0.240
H -5.0517 4.6182 -0.4464 -0.197 -0.035 -0.389
O 4.1241 0.9351 -3.2813 -0.276 -0.008 0.102
H 4.3032 1.7845 -2.8779 0.129 0.212 0.215
H 4.4086 1.0360 -4.1896 0.155 -0.122 -0.302
O 2.3661 -1.3123 -2.8322 -0.270 -0.441 -0.203
H 1.5200 -0.9483 -2.5718 -0.228 0.110 0.359
H 2.9654 -0.5662 -2.8103 0.444 0.390 -0.093
```
Forces are in eV/Å.

> Number 1 is which compound?

C24H27GaN6O4S2

> Among the records above, which one has the highest maximum force?

C8H8N2OS

> The highest calculated total energy belongs to which entry?

C8H8N2OS